# 1
Computed, not measured: a gas-phase ion, CH7N5 (charge +2) in a non-equilibrium geometry, with ωB97M-V/def2-TZVPD.

Its HOMO energy (alpha / beta) is -19.473 / -19.293 eV. The calculation puts the gap between HOMO and LUMO (alpha / beta) at 8.253 / 7.594 eV. As for the LUMO energy (alpha / beta): -0.412 / -0.430 hartree. The total charge is +2. For the energy relative to the best compared isomer or geometry (same formula, charge and spin), the calculation gives 54.0 kcal/mol. The calculation puts the total energy at -315.183453 hartree.

Last column: natural (NBO) charge in e.
Geometry (Å):
N: 0.291331 -0.844623 0.190725  -0.328
N: 2.289101 0.235278 -0.377495  -0.443
N: 1.149786 0.125209 0.312227  -0.004
N: -2.158158 -0.392326 -0.171267  -0.080
N: -2.605661 0.809112 -0.052137  -0.321
C: -1.111868 -1.118128 -0.104829  0.235
H: -1.421626 -2.207948 -0.048936  0.310
H: 0.602900 0.984429 0.650959  0.443
H: -2.150380 1.471259 0.562525  0.401
H: 2.905866 1.053249 -0.319012  0.473
H: -3.409249 1.135691 -0.496825  0.449
H: 0.840408 -1.755020 -0.112428  0.451
H: 2.745753 -0.604602 -0.439982  0.412

Atoms 1-2, force components in eV/Å:
1.097 -5.872 -2.007
-1.503 1.660 0.189

=====

# 2
Computed, not measured: 3 unconnected molecules or ions with the total composition CH7N5 in a non-equilibrium geometry, with ωB97M-V/def2-TZVPD.

Its HOMO energy (alpha / beta) is -19.263 / -19.785 eV. The calculation puts the gap between HOMO and LUMO (alpha / beta) at 7.933 / 8.534 eV. As for the LUMO energy (alpha / beta): -0.416 / -0.413 hartree. The total charge is +2. For the energy relative to the best compared isomer or geometry (same formula, charge and spin), the calculation gives 142.5 kcal/mol. The calculation puts the total energy at -315.042358 hartree.

Last column: natural (NBO) charge in e.
Geometry (Å):
N: -1.623180 -0.529676 0.059019  0.007
N: 0.556504 0.405580 0.034035  -0.316
N: 1.485523 -0.536111 0.188238  -0.015
N: 2.796710 -0.414910 -0.151916  -0.431
N: -2.789837 -0.546827 -0.069163  -0.065
C: -0.716758 0.243176 0.107122  0.494
H: 3.221982 0.375170 -0.435349  0.426
H: -3.117075 1.832328 -0.407762  0.089
H: 1.188027 -1.466382 0.298451  0.445
H: -3.463831 -1.330129 -0.310733  0.479
H: 3.386881 -1.177590 -0.381505  0.461
H: -2.308158 1.795148 -1.008852  -0.053
H: 1.031768 1.296239 -0.140200  0.478

Atoms 1-2, force components in eV/Å:
-0.256 0.147 -0.095
2.263 1.159 -0.331

=====

# 3
Computed, not measured: 3 unconnected molecules or ions with the total composition CH7N5S in a non-equilibrium geometry, with ωB97M-V/def2-TZVPD.

Its HOMO energy is -15.339 eV. The calculation puts the gap between HOMO and LUMO at 8.845 eV. As for the LUMO energy: -0.239 hartree. The total charge is +2. For the energy relative to the best compared isomer or geometry (same formula, charge and spin), the calculation gives 26.2 kcal/mol. The calculation puts the total energy at -713.439899 hartree.

Last column: natural (NBO) charge in e.
Geometry (Å):
S: -1.415678 5.254243 -2.777100  0.408
N: -0.955092 6.779744 -0.846824  -0.014
N: -0.807528 7.930240 -0.201017  -0.571
N: 1.603247 -9.138866 0.557691  -0.561
N: 1.465575 -9.093204 1.816124  -0.015
N: -1.518110 6.632142 -1.983103  -0.283
C: 1.184386 -9.193401 2.918883  0.366
H: 1.446319 -8.255934 0.034410  0.443
H: 2.487265 -9.673131 0.209541  0.455
H: -0.666991 8.027063 0.810376  0.437
H: -1.529595 8.612995 -0.404988  0.417
H: 1.232774 -9.357786 3.983898  0.311
H: -2.322202 5.783518 -3.687207  0.202
H: -0.204369 5.692377 -0.430683  0.406

Atoms 1-2, force components in eV/Å:
-0.841 -0.866 -1.728
1.835 -5.914 -1.069

=====

# 4
Computed, not measured: 2 unconnected molecules or ions with the total composition CH7NO in a non-equilibrium geometry, with ωB97M-V/def2-TZVPD.

Its HOMO energy is -10.125 eV. The calculation puts the gap between HOMO and LUMO at 11.084 eV. The SMILES is NO.C. As for the LUMO energy: 0.035 hartree. The total charge is 0. For the energy relative to the best compared isomer or geometry (same formula, charge and spin), the calculation gives 43.9 kcal/mol. The calculation puts the total energy at -172.208272 hartree.

Last column: natural (NBO) charge in e.
Geometry (Å):
O: -3.496520 -0.394671 -0.147863  -0.587
N: -2.321868 0.364714 0.143838  -0.529
C: 2.717263 -0.121168 -0.016076  -0.853
H: -3.866397 -0.506269 0.775743  0.468
H: 3.027038 -0.944853 -0.693787  0.216
H: 2.916538 -0.424525 1.083353  0.216
H: 3.271305 0.776765 -0.181090  0.212
H: -1.498962 -0.091713 -0.356469  0.324
H: 1.620451 0.137933 -0.188994  0.208
H: -2.368846 1.203785 -0.418652  0.325

Atoms 1-2, force components in eV/Å:
-0.347 -0.050 1.622
1.990 -0.426 -0.903

=====

# 5
Computed, not measured: 3 unconnected molecules or ions with the total composition CH7NO2 in a non-equilibrium geometry, with ωB97M-V/def2-TZVPD.

Its HOMO energy (alpha / beta) is -4.441 / -3.236 eV. The calculation puts the gap between HOMO and LUMO (alpha / beta) at 8.918 / 4.924 eV. Its spin multiplicity is 2. As for the LUMO energy (alpha / beta): 0.165 / 0.062 hartree. The total charge is -1. For the energy relative to the best compared isomer or geometry (same formula, charge and spin), the calculation gives 47.2 kcal/mol. The calculation puts the total energy at -247.373513 hartree.

Last column: natural (NBO) charge in e.
Geometry (Å):
O: -2.681018 0.273663 0.065588  -1.102
O: 2.164462 0.766690 0.660457  -1.200
N: 0.863472 -0.724278 -0.879653  -0.669
C: -0.320363 -0.407398 0.071528  -0.410
H: 2.850005 1.382328 0.955924  0.414
H: 1.040718 -1.680371 -1.129711  0.333
H: -3.667652 0.492638 -0.024062  0.419
H: 0.006626 0.523150 0.329190  0.254
H: 1.647271 -0.204413 -0.585644  0.430
H: -1.299797 -0.144003 -0.444328  0.333
H: -0.566850 -1.177819 0.818679  0.199

Atoms 1-2, force components in eV/Å:
-2.451 0.685 0.828
0.284 0.276 0.254

=====

# 6
Computed, not measured: 2 unconnected molecules or ions with the total composition CH7NO2 in a non-equilibrium geometry, with ωB97M-V/def2-TZVPD.

Its HOMO energy is -10.015 eV. The calculation puts the gap between HOMO and LUMO at 10.835 eV. The SMILES is NCO.O. As for the LUMO energy: 0.030 hartree. The total charge is 0. For the energy relative to the best compared isomer or geometry (same formula, charge and spin), the calculation gives 25.9 kcal/mol. The calculation puts the total energy at -247.478059 hartree.

Last column: natural (NBO) charge in e.
Geometry (Å):
O: 0.509134 -2.080126 0.657373  -0.745
O: -0.917145 2.438613 -0.558283  -0.957
N: 0.590241 0.006789 -0.536929  -0.875
C: 0.045382 -0.706525 0.584647  0.069
H: 0.056942 -2.634826 0.135052  0.460
H: -1.304483 2.222869 0.279373  0.471
H: -1.108664 -0.710534 0.457854  0.158
H: 0.202585 -0.344980 1.725088  0.197
H: -0.118212 2.103732 -0.737387  0.481
H: 0.486752 -0.317168 -1.539959  0.382
H: 1.557472 0.022161 -0.466834  0.358

Atoms 1-2, force components in eV/Å:
2.690 3.649 3.412
-5.220 3.251 -0.250

=====

# 7
Computed, not measured: 3 unconnected molecules or ions with the total composition CH7NO3 in a non-equilibrium geometry, with ωB97M-V/def2-TZVPD.

Its HOMO energy is -10.257 eV. The calculation puts the gap between HOMO and LUMO at 10.926 eV. The SMILES is NC=O.O.O. As for the LUMO energy: 0.025 hartree. The total charge is 0. For the energy relative to the best compared isomer or geometry (same formula, charge and spin), the calculation gives 10.2 kcal/mol. The calculation puts the total energy at -322.772385 hartree.

Last column: natural (NBO) charge in e.
Geometry (Å):
O: 0.709561 -1.671603 -0.792998  -0.657
O: -0.962214 0.498236 -2.011590  -0.975
O: 0.285942 2.028125 0.530697  -0.959
N: 0.154147 -1.569890 1.417748  -0.830
C: 0.729444 -1.082582 0.299087  0.508
H: 0.302875 -0.974097 2.258160  0.422
H: -1.854200 0.665886 -1.585541  0.478
H: -0.493166 -2.300626 1.169276  0.419
H: 0.177360 2.941933 0.428598  0.466
H: 1.223875 -0.057539 0.379855  0.145
H: -0.513172 -0.239518 -1.635045  0.493
H: 0.239550 1.761676 -0.458248  0.490

Atoms 1-2, force components in eV/Å:
-0.362 0.838 1.375
-1.965 2.081 -0.082

=====

# 8
Computed, not measured: a single CH7NO3Si molecule in a non-equilibrium geometry, with ωB97M-V/def2-TZVPD.

Its HOMO energy is -9.581 eV. The calculation puts the gap between HOMO and LUMO at 10.292 eV. The SMILES is N[SiH2]C(O)(O)O. As for the LUMO energy: 0.026 hartree. The total charge is 0. For the energy relative to the best compared isomer or geometry (same formula, charge and spin), the calculation gives 0.0 kcal/mol. The calculation puts the total energy at -612.265960 hartree.

Last column: natural (NBO) charge in e.
Geometry (Å):
Si: -0.042522 0.842372 0.861428  1.283
O: 1.235451 -1.091018 -0.725854  -0.757
O: 0.115415 -1.829931 0.967649  -0.723
O: -1.063894 -0.918876 -0.914565  -0.796
N: -0.192685 2.021138 -0.394713  -1.259
C: 0.077590 -0.851584 0.021785  0.414
H: 0.958792 -2.239928 0.888833  0.493
H: 1.063260 -0.966758 -1.640095  0.492
H: -1.159128 2.221506 -0.689457  0.396
H: -1.306301 -1.742483 -1.369325  0.484
H: 0.283689 2.870790 -0.262077  0.386
H: 1.155609 1.041378 1.524072  -0.206
H: -1.125274 0.643395 1.732319  -0.205

Atoms 1-2, force components in eV/Å:
-0.574 -0.313 -2.365
1.083 0.078 0.774

=====

# 9
Computed, not measured: a single CH7NOP2 molecule in a non-equilibrium geometry, with ωB97M-V/def2-TZVPD.

Its HOMO energy is -7.444 eV. The calculation puts the gap between HOMO and LUMO at 8.194 eV. The SMILES is CNO[PH2]=P. As for the LUMO energy: 0.028 hartree. The total charge is 0. For the energy relative to the best compared isomer or geometry (same formula, charge and spin), the calculation gives 29.8 kcal/mol. The calculation puts the total energy at -854.855557 hartree.

Last column: natural (NBO) charge in e.
Geometry (Å):
P: 0.244107 1.127791 -1.153131  0.965
P: -1.841186 1.159027 -1.594571  -0.364
O: 0.812480 0.342160 0.147028  -0.703
N: -0.196802 -0.125922 1.122644  -0.294
C: 0.100724 -1.507848 1.399486  -0.441
H: 0.830970 0.571173 -2.362523  -0.053
H: -0.324261 -2.166105 0.539660  0.215
H: 1.329094 2.104286 -1.047483  -0.065
H: -1.547395 1.532688 -2.939099  -0.009
H: 1.164647 -1.707018 1.791323  0.194
H: -0.606689 -1.692314 2.119491  0.209
H: 0.034312 0.362083 1.977174  0.346

Atoms 1-2, force components in eV/Å:
0.872 0.190 -1.920
0.456 0.349 0.956

=====

# 10
Computed, not measured: 2 unconnected molecules or ions with the total composition CH7NOSSi in a non-equilibrium geometry, with ωB97M-V/def2-TZVPD.

Its HOMO energy is -7.309 eV. The calculation puts the gap between HOMO and LUMO at 7.802 eV. As for the LUMO energy: 0.018 hartree. The total charge is 0. For the energy relative to the best compared isomer or geometry (same formula, charge and spin), the calculation gives 0.0 kcal/mol. The calculation puts the total energy at -859.932297 hartree.

Last column: natural (NBO) charge in e.
Geometry (Å):
S: 0.804728 3.153932 -0.480394  0.279
Si: 0.689147 -0.149581 0.259488  1.729
O: 1.451553 1.762090 -0.973102  -1.021
N: 1.454013 -1.520736 -0.323408  -1.317
C: -1.151476 0.011191 0.014665  -1.174
H: -1.633460 -0.104653 1.088341  0.261
H: -0.328123 3.016409 -1.264744  0.046
H: -1.201291 1.105584 -0.182063  0.275
H: 2.387050 -1.782001 0.002200  0.431
H: 1.058004 -1.785489 -1.239143  0.418
H: 1.307942 0.262899 1.525441  -0.191
H: -1.690519 -0.697486 -0.588263  0.263

Atoms 1-2, force components in eV/Å:
-1.129 -0.522 -0.677
0.784 2.553 -1.069

=====

# 11
Computed, not measured: 3 unconnected molecules or ions with the total composition CH7O2S in a non-equilibrium geometry, with ωB97M-V/def2-TZVPD.

Its HOMO energy is -2.584 eV. The calculation puts the gap between HOMO and LUMO at 6.693 eV. As for the LUMO energy: 0.151 hartree. The total charge is -1. For the energy relative to the best compared isomer or geometry (same formula, charge and spin), the calculation gives 29.8 kcal/mol. The calculation puts the total energy at -590.964909 hartree.

Last column: natural (NBO) charge in e.
Geometry (Å):
S: -0.358780 0.062392 -0.775209  -0.741
O: -2.024545 -0.488348 2.490964  -0.959
O: 1.168166 2.052155 1.365679  -0.978
C: 0.597670 -0.660358 -2.086291  -0.739
H: -1.584190 -1.267641 2.456629  0.469
H: 1.352278 1.958674 0.454724  0.476
H: 0.760052 -1.712001 -1.926119  0.166
H: 0.796702 1.133155 1.525178  0.487
H: -0.087597 -0.726664 -3.103469  0.155
H: -2.179948 -0.063080 1.717946  0.488
H: 1.560190 -0.288281 -2.120035  0.176

Atoms 1-2, force components in eV/Å:
-0.431 0.503 0.847
-1.895 1.957 5.115

=====

# 12
Computed, not measured: 2 unconnected molecules or ions with the total composition CH7OP3 in a non-equilibrium geometry, with ωB97M-V/def2-TZVPD.

Its HOMO energy (alpha / beta) is -6.688 / -8.928 eV. The calculation puts the gap between HOMO and LUMO (alpha / beta) at 7.595 / 6.424 eV. Its spin multiplicity is 3. As for the LUMO energy (alpha / beta): 0.033 / -0.092 hartree. The total charge is 0. The calculation puts the total energy at -1141.436386 hartree.

Last column: natural (NBO) charge in e.
Geometry (Å):
P: -1.615821 -2.301357 0.261094  0.043
P: -1.311773 -0.261878 0.770512  -0.047
P: -2.452581 0.753116 -0.629056  0.049
O: 1.612949 -0.098522 -0.643242  -0.721
C: 1.971964 1.118708 -0.084765  -0.255
H: 3.060093 1.225963 -0.304689  0.155
H: -1.807130 -2.757207 1.605448  0.016
H: -2.955364 -2.536970 -0.111534  -0.008
H: 1.967041 1.185793 1.062524  0.189
H: -2.131307 1.884323 0.101024  -0.054
H: 1.549659 1.989824 -0.562661  0.163
H: 2.112272 -0.201790 -1.464658  0.471

Atoms 1-2, force components in eV/Å:
-0.160 -0.623 0.582
1.541 -1.064 1.871